Formula: C23H31ClCoN7O4S
Source: the OMol25 dataset
Level of theory: wB97M-V/def2-TZVPD

Structure (XYZ):
```
68
Properties=species:S:1:pos:R:3:lowdin_spin:R:1
Co 0.04 0.11 -0.05 2.7137
C 2.59 -2.69 1.03 0.0003
C 1.59 -2.31 2.13 0.0002
C 0.12 -2.59 1.86 0.0055
N -0.58 -1.71 0.93 0.0427
C -1.83 -2.02 0.68 0.0045
C -2.52 -3.07 1.33 0.0013
C -3.73 -3.69 1.05 0.0013
C -4.59 -3.53 -0.03 0.0008
C -4.50 -2.53 -0.99 0.0014
C -3.66 -1.43 -1.03 0.0005
C -2.56 -1.07 -0.20 0.0055
N -2.06 0.13 -0.20 0.0358
C -2.82 1.23 -0.76 0.0040
C -2.26 2.58 -0.31 0.0010
C -1.58 2.54 1.06 0.0026
N -0.27 1.92 0.95 0.0450
C 0.64 2.15 1.86 0.0050
C 0.38 2.82 3.08 0.0159
C 1.26 3.30 4.05 0.0004
C 2.63 3.41 4.03 0.0159
C 3.48 2.95 3.01 0.0006
C 3.20 2.13 1.94 0.0138
C 1.96 1.54 1.55 0.0032
N 1.89 0.47 0.81 0.0284
C 3.10 -0.26 0.44 0.0033
C 2.72 -1.65 -0.09 0.0051
H 2.30 -3.65 0.59 0.0001
H 3.57 -2.83 1.49 0.0002
H 1.70 -1.25 2.39 -0.0002
H 1.84 -2.88 3.03 0.0000
H -0.39 -2.54 2.83 0.0004
H 0.02 -3.63 1.51 0.0010
H -2.04 -3.46 2.22 0.0003
H -4.02 -4.46 1.76 0.0001
H -5.43 -4.22 -0.11 0.0000
H -5.23 -2.58 -1.79 0.0001
H -3.84 -0.74 -1.84 0.0001
H -3.86 1.13 -0.43 0.0010
H -2.84 1.20 -1.86 0.0002
H -3.08 3.30 -0.27 0.0000
H -1.53 2.94 -1.03 -0.0001
H -2.21 1.98 1.77 0.0000
H -1.47 3.56 1.43 0.0012
H -0.67 2.93 3.32 0.0014
H 0.77 3.70 4.94 -0.0004
H 3.10 3.92 4.86 0.0011
H 4.52 3.24 3.11 -0.0003
H 4.04 1.87 1.31 0.0010
H 3.76 -0.36 1.31 0.0004
H 3.64 0.28 -0.33 0.0000
H 3.46 -1.98 -0.82 0.0003
H 1.77 -1.56 -0.61 0.0022
N -0.09 2.01 -3.37 0.0005
N -0.64 1.00 -4.17 0.0004
C -0.73 -0.29 -3.89 0.0047
N -1.34 -1.02 -4.90 0.0024
S -0.31 -1.10 -2.49 0.0211
H 0.11 1.59 -2.48 0.0009
H 0.83 2.20 -3.76 0.0000
H -0.82 1.30 -5.11 0.0001
H -1.19 -0.71 -5.85 0.0002
H -1.26 -2.01 -4.76 0.0003
O 2.40 1.63 -4.32 0.0000
Cl 2.99 0.86 -3.23 0.0000
O 3.09 -0.52 -3.62 0.0001
O 4.29 1.39 -2.91 0.0002
O 2.13 0.98 -2.06 0.0014
```

Output
E_LUMO (alpha / beta): 2.6 / 2.6 eV
Orbital gap (alpha / beta): 6.9 / 6.9 eV
Strongest force on any atom: 0.923 eV/A
Multiplicity: 4
Highest occupied orbital energy (alpha / beta): -0.1569 / -0.1581 hartree
Energy relative to the best compared isomer or geometry (same formula, charge and spin): 96.5 kJ/mol
Net charge: -1